Entry 1:
{"formula": "C2H7N3", "method": "wB97M-V/def2-TZVPD", "lumo_energy_ev": 1.1, "homo_lumo_gap_ev": 10.863, "spin_multiplicity": 1, "e_tot_ev": -6656.4948, "e_above_lowest_ev": 1.461, "symbols": ["H", "N", "C", "N", "H", "H", "H", "C", "N", "H", "H", "H"], "positions_angstrom": [[0.16138, 0.58458, 2.55623], [0.25600, 0.48065, 1.55351], [0.89947, 1.36333, 0.94000], [1.06119, 1.29974, -0.44506], [1.39702, 2.26701, 1.28013], [0.63746, 0.57505, -1.00907], [2.03118, 1.37291, -0.74054], [-1.75598, -1.55210, -1.13799], [-0.51390, -1.76240, -0.94086], [-2.14202, -2.28981, -1.83954], [-2.33389, -0.72683, -0.73578], [-0.10032, -1.02127, -0.36609]], "lowdin_charge": [0.043, 0.076, -0.372, 0.044, 0.111, 0.053, 0.085, -0.134, 0.011, 0.051, 0.060, -0.028]}

***

Entry 2:
{"formula": "C31H29BrN8Pt", "method": "wB97M-V/def2-TZVPD", "lumo_energy_ev": [-12.4, -14.6], "total_charge": 4, "s2": 6.130, "homo_lumo_gap_ev": [4.827, 5.296], "spin_multiplicity": 5, "e_tot_ev": -117783.3705, "e_above_lowest_ev": 0.000, "symbols": ["Pt", "N", "C", "N", "C", "N", "N", "C", "C", "C", "C", "C", "C", "N", "C", "C", "C", "C", "C", "C", "H", "H", "H", "H", "H", "H", "H", "H", "H", "H", "H", "Br", "C", "C", "C", "C", "C", "C", "N", "C", "C", "C", "C", "C", "C", "N", "H", "H", "H", "H", "H", "H", "H", "H", "H", "C", "C", "C", "C", "C", "N", "H", "H", "H", "H", "H", "H", "H", "H", "H"], "positions_angstrom": [[0.46913, -0.46601, 0.25600], [-4.11914, -2.15627, 0.90746], [-2.83185, -2.25182, 0.53178], [-1.82665, -1.72543, 1.17914], [-2.12581, -0.83866, 2.13955], [-1.25510, 0.07030, 2.54069], [-0.02644, -0.10213, 2.07264], [0.92970, 0.14574, 3.01097], [2.24772, -0.21808, 2.62560], [3.46026, -0.08929, 3.39106], [4.66958, -0.40523, 2.81417], [4.67912, -0.85467, 1.49611], [3.51333, -1.01856, 0.78720], [2.31142, -0.75523, 1.34056], [-3.43720, -0.82617, 2.74385], [-3.70227, -0.01002, 3.84482], [-4.95033, -0.03937, 4.40276], [-5.96460, -0.80422, 3.81436], [-5.74091, -1.56578, 2.69455], [-4.46492, -1.53776, 2.14001], [-4.84940, -2.60107, 0.34179], [-2.60736, -2.90665, -0.31124], [0.63464, 0.43033, 4.01521], [3.37433, 0.27869, 4.42489], [5.60601, -0.35132, 3.34693], [5.61931, -1.10820, 1.02608], [3.52442, -1.38566, -0.22479], [-2.90651, 0.61156, 4.23398], [-5.17519, 0.53846, 5.29118], [-6.94307, -0.84842, 4.27443], [-6.53226, -2.18148, 2.26164], [-4.24194, 5.11479, -0.91836], [-3.21759, 3.54024, -0.94653], [-2.26008, 3.36369, 0.04707], [-1.41252, 2.25387, -0.00725], [-1.61066, 1.29983, -1.04321], [-2.65032, 1.48834, -1.99924], [-3.43783, 2.62780, -1.98087], [-0.92237, 0.09744, -1.10501], [-0.91853, -0.60075, -2.23756], [-0.13055, -1.81036, -2.24533], [-0.14512, -2.80027, -3.22214], [0.64152, -3.92512, -3.01635], [1.35395, -4.05500, -1.81649], [1.38545, -3.03729, -0.90870], [0.72330, -1.89318, -1.16852], [-2.15804, 4.08597, 0.85706], [-0.63784, 2.13381, 0.74163], [-2.86261, 0.73673, -2.73670], [-4.20983, 2.81904, -2.71627], [-1.40477, -0.22836, -3.13473], [-0.76051, -2.64709, -4.09618], [0.64682, -4.73074, -3.75684], [1.90087, -4.97135, -1.65004], [1.82719, -3.16365, 0.07298], [3.63020, 3.13838, -1.41720], [3.42314, 1.86501, -2.22951], [2.82521, 2.15074, -3.61026], [4.68264, 1.03418, -2.28645], [2.42023, 1.09596, -1.57250], [1.79066, 0.48101, -0.83587], [4.28571, 3.80675, -2.00776], [4.21241, 2.92645, -0.50874], [2.67550, 3.64784, -1.16673], [3.54660, 2.63121, -4.31828], [1.94384, 2.80193, -3.50521], [2.49282, 1.20871, -4.05585], [5.49207, 1.59070, -2.78569], [4.48438, 0.11262, -2.85947], [5.01663, 0.78252, -1.26627]], "lowdin_spin": [0.555, 0.118, -0.033, 0.125, -0.020, 0.345, -0.002, 0.159, -0.006, 0.062, 0.000, 0.052, 0.027, 0.024, 0.113, -0.022, 0.095, 0.049, 0.006, 0.096, 0.002, -0.001, 0.004, 0.002, -0.001, 0.002, 0.000, -0.002, 0.004, 0.001, -0.001, 0.296, 0.211, 0.084, 0.069, 0.175, 0.077, 0.042, 0.256, 0.390, 0.048, 0.093, 0.007, 0.089, 0.044, 0.205, 0.000, 0.002, 0.005, -0.001, 0.020, 0.003, -0.001, 0.004, 0.002, -0.001, -0.001, 0.000, 0.000, 0.004, 0.127, 0.000, 0.000, 0.000, 0.000, 0.000, 0.000, 0.000, 0.000, 0.000]}

***

Entry 3:
{"formula": "C3H3FS2", "method": "wB97M-V/def2-TZVPD", "lumo_energy_ev": -0.2, "homo_lumo_gap_ev": 8.636, "spin_multiplicity": 1, "e_tot_ev": -27546.0345, "e_above_lowest_ev": 0.466, "symbols": ["F", "C", "C", "S", "C", "S", "H", "H", "H"], "positions_angstrom": [[2.62626, -0.14246, -0.69220], [1.95247, -0.80379, 0.21013], [0.83310, -0.42981, 0.70061], [0.14500, 1.11199, 0.17499], [-1.50144, 0.70272, -0.14913], [-2.14830, -0.77118, -0.18083], [2.42693, -1.71294, 0.52987], [0.34243, -0.90458, 1.52672], [-2.05771, 1.63200, -0.30302]], "lowdin_charge": [0.047, -0.275, -0.431, 0.893, -1.062, 0.625, 0.122, 0.073, 0.007]}